{
  "formula": "C4H8N3O2",
  "method": "wB97M-V/def2-TZVPD",
  "elements": ["C", "N", "C", "C", "N", "C", "N", "O", "O", "H", "H", "H", "H", "H", "H", "H", "H"],
  "positions_angstrom": [[1.580, -0.169, 1.250], [0.277, -0.308, 0.595], [0.024, 0.544, -0.605], [-1.430, 0.162, -1.067], [-1.835, -0.793, -0.016], [-0.857, -0.914, 0.924], [-1.114, -1.576, 2.234], [-0.246, -1.894, 3.045], [-2.316, -1.691, 2.454], [1.820, -0.953, 1.928], [2.224, -0.047, 0.457], [1.585, 0.607, 1.855], [0.665, 0.452, -1.458], [0.031, 1.569, -0.124], [-2.000, 1.119, -1.046], [-1.544, -0.365, -2.022], [-2.789, -1.047, 0.309]],
  "forces_ev_per_a": [[-1.674, -3.244, -0.965], [-1.403, -1.145, -0.071], [-1.712, 0.878, 1.122], [0.014, 0.538, 0.565], [0.268, -0.409, 3.040], [0.924, 1.189, -2.023], [-1.069, -0.836, 2.220], [-0.437, 0.917, -2.336], [0.911, 0.137, -0.740], [0.099, -1.225, -0.142], [1.924, 0.075, -1.400], [-0.153, 4.351, 2.515], [1.056, -0.202, 0.137], [0.143, -0.824, -1.242], [-0.139, -1.074, -0.118], [0.408, 0.503, 0.118], [0.840, 0.370, -0.682]],
  "lowdin_charge": [0.057, -0.013, -0.038, -0.066, 0.123, -0.104, -0.259, 0.153, 0.136, 0.103, 0.090, 0.064, 0.130, 0.163, 0.143, 0.135, 0.183],
  "smiles": "CN1CC[NH+]=C1[N+](=O)[O-]",
  "e_homo_ev": -14.918,
  "multiplicity": 1,
  "total_energy_ev": -12831.9710,
  "lumo_ev": -5.888,
  "charge": 1,
  "homo_lumo_gap_ha": 0.332
}